No. 1
66
Properties=species:S:1:pos:R:3 method="wB97M-V/def2-TZVPD" s2=0.754 lumo_energy_ev="-0.72 / -6.61" gap_ev="9.601 / 3.706" homo_ev="-10.32 / -10.31" spin_multiplicity=2 e_tot_ev=-194206.166
K -0.1892 0.3539 0.6941
As -1.4610 -2.0862 4.1296
F -1.1807 -3.6105 3.1101
F -3.0572 -1.8761 3.3372
F -1.7056 -0.6126 5.1309
F 0.1989 -2.2870 4.8713
F -0.6633 -1.0789 2.8895
F -2.1560 -3.1009 5.4735
As -4.3327 1.1597 0.6792
F -5.8916 1.6858 -0.1601
F -4.7909 -0.6064 0.4878
F -2.7979 0.6428 1.5074
F -3.7603 2.8113 0.7636
F -5.1840 1.2471 2.2383
F -3.6780 1.0094 -1.0174
C 0.6024 0.9736 -3.4389
C -0.5476 1.6261 -2.6642
C -1.5339 2.2338 -3.6420
O -0.9282 3.3299 -4.3116
C -1.7052 3.9027 -5.3731
N -1.1025 0.4637 -1.9528
H 0.1288 0.2734 -4.1270
H 1.3894 0.4669 -2.8804
H 1.0245 1.7668 -4.0561
H -0.2105 2.2868 -1.8655
H -2.3846 2.5445 -3.0354
H -1.9532 1.5171 -4.3481
H -1.1696 4.7272 -5.8436
H -2.6389 4.3128 -4.9881
H -1.9062 3.2279 -6.2051
H -1.4419 -0.1234 -2.7013
H -1.9913 0.7698 -1.5836
C 2.9601 2.2496 0.1759
C 2.9996 1.4585 1.5387
C 2.0813 2.1377 2.6279
O 0.7615 2.3647 2.1657
C -0.2506 2.9521 3.0205
N 2.6868 0.0223 1.2718
H 1.9737 2.1525 -0.2776
H 3.6772 1.7959 -0.5083
H 3.2937 3.2829 0.2705
H 4.0453 1.3895 1.8385
H 2.6231 3.0428 2.9024
H 2.0587 1.5251 3.5292
H -1.2436 2.9380 2.5712
H 0.0446 3.9793 3.2347
H -0.2143 2.4165 3.9691
H 3.4634 -0.2782 0.7002
H 2.8953 -0.4770 2.1246
C 1.0726 -2.4541 -1.5119
C 0.6210 -3.2327 -0.1864
C 1.8601 -3.2930 0.7488
O 3.0637 -3.9572 0.2511
C 2.9055 -5.3967 -0.0364
N -0.4481 -2.4730 0.5252
H 1.1690 -1.3719 -1.4245
H 0.3314 -2.5391 -2.3066
H 2.0134 -2.8376 -1.9069
H 0.2310 -4.2372 -0.3509
H 1.6622 -3.8667 1.6542
H 2.1221 -2.2846 1.0690
H 3.7817 -6.0398 0.0461
H 2.4990 -5.5620 -1.0341
H 2.1693 -5.7431 0.6889
H -1.3600 -2.6178 0.1160
H -0.5316 -2.9965 1.3849

***

No. 2
90
Properties=species:S:1:pos:R:3 method="wB97M-V/def2-TZVPD" lumo_energy_ev=-10.53 gap_ev=5.869 charge=+3 homo_ev=-16.40 relative_energy_kcal_mol=18.86 e_tot_ev=-87479.507
Ti 0.1394 -1.0501 0.4293
C -0.8907 1.9798 4.1622
C -1.2930 0.7267 3.4453
C -0.3743 -0.2920 3.1994
C -0.7825 -1.5044 2.6169
C -2.1094 -1.6854 2.2186
C -3.0239 -0.6568 2.4403
C -2.6196 0.5179 3.0528
H -1.3438 2.8642 3.7131
H 0.1914 2.1064 4.1789
H -1.2323 1.9383 5.1987
H 0.6479 -0.1869 3.5494
H -0.1073 -2.3556 2.6429
H -2.4364 -2.6477 1.8435
H -4.0667 -0.7999 2.1857
H -3.3539 1.2888 3.2591
C 3.3255 -4.6518 3.1079
C 2.2713 -3.5637 3.3284
C 2.8549 -2.1645 3.3399
C 3.6020 -1.8155 4.4577
C 4.1835 -0.5656 4.5737
C 4.0173 0.3611 3.5629
C 3.2742 0.0787 2.4198
C 3.2000 1.2157 1.4183
C 2.4344 1.0077 0.1329
C 2.7065 -1.2000 2.3195
N 1.8707 -1.5864 1.1976
C 2.1505 -2.7160 0.5565
C 1.1400 -3.3751 -0.1534
C 1.1212 -4.5394 -0.9080
C -0.2132 -4.7648 -1.2815
C -0.9698 -3.7361 -0.7544
N -0.1855 -2.8756 -0.0461
H 2.8722 -5.6407 3.1570
H 4.0978 -4.6017 3.8740
H 3.8300 -4.5540 2.1438
H 1.7979 -3.7313 4.2984
H 1.4706 -3.6804 2.5932
H 3.7214 -2.5412 5.2526
H 4.7641 -0.3139 5.4508
H 4.4791 1.3372 3.6505
H 4.2245 1.4940 1.1603
H 2.7975 2.0901 1.9377
H 2.4341 1.9151 -0.4733
H 1.3625 0.8393 0.3489
H 2.8197 0.1872 -0.4661
H 3.1551 -3.1274 0.6134
H 1.9718 -5.1702 -1.1193
H -0.5925 -5.5982 -1.8504
H -2.0337 -3.5811 -0.8451
C 1.6624 0.9948 -4.2985
N 1.2229 -0.3430 -3.8512
C 1.1866 -1.4348 -4.8459
C 0.8652 -0.5458 -2.6447
N 0.5779 -0.7567 -1.5299
H 2.6970 0.9267 -4.6292
H 1.5668 1.7012 -3.4801
H 1.0232 1.3062 -5.1212
H 2.1715 -1.5236 -5.2998
H 0.4474 -1.1931 -5.6072
H 0.9248 -2.3691 -4.3567
C -2.7689 4.6963 -5.0560
C -2.0421 3.3648 -4.9349
S -1.9306 2.7763 -3.2693
O -1.1447 1.5484 -3.2469
O -1.5238 3.8435 -2.3908
C -3.5979 2.3046 -2.8096
C -3.8149 2.4038 -1.2997
N -2.6595 1.9463 -0.4922
C -2.1681 0.7031 -0.4763
N -1.0394 0.6535 0.2520
C -0.7956 1.9387 0.6953
C -1.7806 2.7285 0.2368
N -1.9161 4.1415 0.5454
O -0.9410 4.6369 1.0576
O -2.9727 4.6796 0.3134
C -2.7646 -0.4454 -1.1983
H -2.7020 5.0376 -6.0875
H -2.3142 5.4494 -4.4163
H -3.8274 4.6127 -4.8111
H -0.9925 3.4477 -5.2307
H -2.4963 2.5612 -5.5179
H -3.7643 1.3059 -3.2104
H -4.2942 2.9899 -3.2942
H -4.6834 1.8135 -1.0098
H -3.9929 3.4305 -1.0066
H 0.0314 2.2264 1.3194
H -3.8479 -0.3544 -1.2645
H -2.5539 -1.3706 -0.6616
H -2.3481 -0.5076 -2.2055

***

No. 3
55
Properties=species:S:1:pos:R:3 method="wB97M-V/def2-TZVPD" lumo_energy_ev=0.58 gap_ev=9.637 homo_ev=-9.06 relative_energy_kcal_mol=0.00 e_tot_ev=-47031.942
C -1.6171 -0.3697 -2.4243
N -1.5353 -0.7132 -1.0252
C -2.2968 -1.8438 -0.5256
C -3.6168 -1.4265 0.1365
C -4.5810 -0.7569 -0.8444
C -5.9001 -0.4470 -0.1332
O -6.4907 -1.6036 0.4110
C -5.6500 -2.2176 1.3599
C -4.3148 -2.6434 0.7474
C -0.7984 -0.0124 -0.1317
O -0.7649 -0.3182 1.0478
C -0.0311 1.1705 -0.6964
C 0.8267 1.8716 0.3609
C 0.7072 3.3816 0.1456
O -0.3398 3.8912 -0.2067
N 1.7904 4.1332 0.4127
C 3.1143 3.6295 0.6805
C 3.0030 2.2251 1.2535
N 2.2109 1.4181 0.3444
C 2.3505 0.0035 0.6588
C 3.7311 -0.4836 0.3173
C 4.3665 -0.0318 -0.8344
C 5.6293 -0.4783 -1.1736
C 6.2835 -1.3972 -0.3657
Cl 7.8614 -1.9656 -0.7753
C 5.6456 -1.8510 0.7820
F 6.2584 -2.7398 1.5834
C 4.3849 -1.4006 1.1277
H -0.6559 -0.5207 -2.9251
H -1.9183 0.6702 -2.5641
H -2.3557 -1.0065 -2.9041
H -1.6825 -2.3474 0.2270
H -2.4838 -2.5355 -1.3494
H -3.3740 -0.7186 0.9358
H -4.1606 0.1712 -1.2320
H -4.7820 -1.4319 -1.6799
H -6.6337 -0.0399 -0.8324
H -5.7199 0.2913 0.6644
H -6.2034 -3.0827 1.7311
H -5.4646 -1.5260 2.1970
H -4.5030 -3.3851 -0.0322
H -3.6897 -3.0973 1.5168
H -0.7621 1.9014 -1.0560
H 0.5942 0.8662 -1.5364
H 0.3595 1.6725 1.3472
H 1.6857 5.1232 0.2381
H 3.6155 4.2939 1.3899
H 3.7029 3.5984 -0.2459
H 3.9988 1.7869 1.3404
H 2.5489 2.2676 2.2592
H 1.6336 -0.5592 0.0579
H 2.1194 -0.2050 1.7155
H 3.8594 0.6866 -1.4585
H 6.1180 -0.1218 -2.0663
H 3.9264 -1.7764 2.0292

***

No. 4
21
Properties=species:S:1:pos:R:3 method="wB97M-V/def2-TZVPD" lumo_energy_ev=0.75 gap_ev=7.952 homo_ev=-7.20 relative_energy_kcal_mol=90.62 e_tot_ev=-9967.245
C 0.3881 1.6770 0.4475
C 0.8681 -0.8209 0.7509
C 1.0214 2.0265 -0.8564
C 1.2325 -1.1364 -0.7003
C -1.9567 -0.0018 0.1952
N -2.3067 -1.1227 0.8178
C 0.1430 0.4985 1.0308
O -1.7107 -0.1528 -1.0915
H -1.8492 -1.0656 -1.4295
H -0.0348 2.5382 0.9546
H -2.4484 -1.2397 1.8081
H -2.5043 -2.0065 0.3282
H -0.3100 0.5070 2.0163
H 0.1821 -1.5917 1.1207
H 1.7627 -0.8665 1.3733
H 0.3217 1.9220 -1.6788
H 1.9103 1.4342 -1.0591
H 1.3209 3.0758 -0.8339
H 1.1639 -2.2103 -0.8771
H 0.5576 -0.6331 -1.3872
H 2.2485 -0.8313 -0.9297

***

No. 5
28
Properties=species:S:1:pos:R:3 method="wB97M-V/def2-TZVPD" lumo_energy_ev=0.61 gap_ev=8.840 homo_ev=-8.23 relative_energy_kcal_mol=63.32 e_tot_ev=-24012.966
C 3.7366 2.1728 0.2544
C 2.9660 1.1573 0.0553
C 2.1286 0.1595 -0.0843
C 1.8461 -0.9318 0.9398
C 0.9128 -1.9783 0.3780
C 0.9337 -3.3247 0.6358
P -0.0663 -1.2760 -1.0437
C -1.4821 -0.3778 -0.2880
C -2.1252 0.5554 -1.1185
C -3.3181 1.1779 -0.6870
C -3.6942 0.9801 0.5837
C -3.1103 -0.0329 1.4091
C -2.0384 -0.8123 0.9472
C 1.1026 0.1533 -1.1739
C 1.1366 1.0379 -2.1853
H 3.2938 3.0265 0.6281
H 4.6750 2.4075 -0.2253
H 2.7558 -1.2219 1.3910
H 1.2042 -0.3199 1.7017
H 0.3694 -4.1271 0.0927
H 1.6965 -3.7000 1.3842
H -1.7284 1.0207 -2.0894
H -3.7351 1.9016 -1.2724
H -4.5275 1.3614 1.1423
H -3.3840 -0.1613 2.4649
H -1.6912 -1.7454 1.2615
H 0.5472 0.9689 -3.1602
H 1.5960 1.9287 -1.9415

***

No. 6
46
Properties=species:S:1:pos:R:3 method="wB97M-V/def2-TZVPD" lumo_energy_ev=0.57 gap_ev=9.214 homo_ev=-8.64 relative_energy_kcal_mol=10.85 e_tot_ev=-32433.877
C 0.5309 -0.2994 1.7960
O 0.2909 -1.6737 1.6571
C -0.9651 -2.0638 1.0562
C -0.8078 -1.8159 -0.4364
O -1.8179 -1.6978 -1.1165
N 0.4735 -1.6394 -0.9699
C 0.7419 -1.0528 -2.2355
C 2.1158 -0.3276 -2.3171
C 2.4613 0.4866 -1.0968
C 3.3308 0.2195 -0.0659
O 3.3924 1.2233 0.8662
C 2.5640 2.2128 0.3828
C 2.3211 3.5192 0.8201
C 1.4362 4.2816 0.1223
C 0.6942 3.8129 -0.9643
C 0.9095 2.5446 -1.4128
C 1.8746 1.7411 -0.7561
B 0.4972 -2.1977 -3.3815
O -0.7648 -2.7789 -3.5588
O 1.5473 -2.6028 -4.1821
C -2.1104 -1.3543 1.6937
C -2.5132 -0.1437 1.1051
C -3.4712 0.5998 1.7828
C -4.0379 0.1053 2.9501
C -3.6583 -1.1064 3.4841
C -2.6635 -1.8376 2.8821
H -0.2194 0.1841 2.4459
H 1.5229 -0.0729 2.2498
H 0.5404 0.2227 0.8239
H -1.0202 -3.1595 1.2172
H 1.2248 -1.6444 -0.2861
H -0.0542 -0.3655 -2.4691
H 2.1013 0.3449 -3.1603
H 2.8522 -1.1196 -2.4903
H 3.8931 -0.7125 0.0702
H 2.8481 3.9206 1.6690
H 1.1722 5.2321 0.4909
H -0.0085 4.4978 -1.4355
H 0.3366 2.1599 -2.2378
H -1.2810 -2.4643 -2.7816
H 1.1381 -3.3047 -4.7227
H -2.1456 0.1497 0.1399
H -3.8241 1.5561 1.3616
H -4.8781 0.6670 3.3428
H -4.1610 -1.4546 4.3660
H -2.4091 -2.7917 3.3013

***

No. 7
20
Properties=species:S:1:pos:R:3 method="wB97M-V/def2-TZVPD" lumo_energy_ev=0.95 gap_ev=9.960 homo_ev=-9.01 relative_energy_kcal_mol=132.88 e_tot_ev=-9391.087
C 1.8453 -0.6780 2.1022
C 1.7141 0.6006 1.3470
C -1.3394 0.5645 0.4762
C -0.7700 0.4621 -0.9796
C -1.9473 0.6520 -1.9429
C 0.0098 -0.8096 -1.0994
H 2.8467 -0.4242 2.5068
H 1.3339 -1.1603 3.1784
H 1.8426 -1.5922 1.4695
H 2.6781 0.7100 0.9486
H -2.3916 0.2794 0.7005
H -0.0984 1.1060 -1.1185
H -2.3153 -0.6498 -2.2989
H -2.7498 1.3188 -1.5035
H -1.4781 1.0334 -2.9222
H 0.7875 -0.8553 -0.4946
H 0.6029 -0.8253 -2.1050
H -0.5570 -1.8687 -1.0921
N 0.6174 1.3148 1.2389
N -0.6314 0.8218 1.5886

***

No. 8
10
Properties=species:S:1:pos:R:3 method="wB97M-V/def2-TZVPD" lumo_energy_ev=0.64 gap_ev=11.028 homo_ev=-10.38 relative_energy_kcal_mol=7.16 e_tot_ev=-9214.912
N 1.7879 0.1930 -0.1474
C 0.5419 0.0909 0.4684
O 0.3665 0.1318 1.6676
N -0.5010 -0.0159 -0.4502
C -1.8257 -0.1373 -0.0597
O -2.7445 -0.0202 -0.8340
H 2.0415 -0.6214 -0.6980
H 2.4997 0.4153 0.5381
H -0.3369 0.2665 -1.4072
H -1.9292 -0.3569 1.0127

***

No. 9
12
Properties=species:S:1:pos:R:3 method="wB97M-V/def2-TZVPD" lumo_energy_ev=0.85 gap_ev=10.968 homo_ev=-10.12 relative_energy_kcal_mol=48.25 e_tot_ev=-19266.674
C -0.5219 -1.0005 0.4955
C 0.8218 -0.6846 -0.2180
O 0.6751 -0.5593 -1.6775
C 1.0645 0.5509 -0.8916
N 0.2173 1.6306 -0.8859
Cl 2.8110 1.0460 -1.0556
H -1.4631 -0.5646 0.1170
H -0.4446 -0.4658 1.3667
H -0.7366 -2.0606 0.5966
H 1.7798 -1.3077 0.0880
H 0.1094 1.7899 0.1245
H 0.3697 2.4814 -1.3530

***

No. 10
51
Properties=species:S:1:pos:R:3 method="wB97M-V/def2-TZVPD" lumo_energy_ev=2.02 gap_ev=4.254 charge=-1 homo_ev=-2.24 relative_energy_kcal_mol=35.50 e_tot_ev=-45330.991
C 0.1627 -1.5919 -5.0582
N -0.0646 -0.3042 -4.4657
C 1.3138 0.0760 -4.0066
C -0.5788 0.6419 -5.5171
C -0.9223 -0.3061 -3.3202
C -1.1268 0.9873 -2.4416
O -1.7416 0.7114 -1.1778
H -0.6952 -2.1023 -5.3149
H 0.6168 -2.3821 -4.4009
H 0.7547 -1.4738 -5.8746
H 2.2156 -0.1979 -4.7151
H 1.4178 -0.4626 -3.0154
H 1.1431 0.9969 -3.6030
H 0.2361 0.4778 -6.3326
H -0.5564 1.7283 -5.2724
H -1.5644 0.5426 -5.7395
H -0.5841 -0.9254 -2.7440
H -1.9403 -0.8599 -3.6292
H -1.6528 1.5708 -2.8778
H -0.0682 1.4581 -2.4130
H -1.1521 0.0759 -0.6852
Li 0.3390 -0.7204 1.7669
P 1.6801 -1.1740 -0.2206
O 1.9094 -1.2279 1.2267
O 0.1085 -0.9003 -0.0078
O 1.9013 -2.4965 -0.9345
O 2.2448 0.1316 -0.7746
C -2.0709 -3.2391 2.1993
O -2.0209 -2.9057 3.5423
C -1.1958 -2.1449 4.0641
O -0.2530 -1.5381 3.4604
O -1.2896 -1.9066 5.3966
C -0.6271 -1.0026 6.1033
H -2.9201 -3.9106 1.9055
H -1.1845 -3.8463 1.6754
H -1.9343 -2.3506 1.6431
H 0.3560 -0.8993 5.9149
H -0.8912 -1.1663 7.1667
H -0.8603 0.1670 5.7273
C 1.5759 2.9001 5.1209
O 1.5987 3.3086 3.7454
C 0.7954 2.9132 2.7078
O 0.0067 1.9960 2.9963
O 1.0828 3.2845 1.4611
C 0.6270 2.5620 0.3791
H 1.4154 1.7157 5.1702
H 0.6894 3.2923 5.5687
H 2.3819 3.3226 5.5342
H -0.2364 3.1620 0.0735
H 0.3132 1.5976 0.4362
H 1.2453 2.4152 -0.4435

***

No. 11
9
Properties=species:S:1:pos:R:3 method="wB97M-V/def2-TZVPD" lumo_energy_ev="-2.11 / -2.12" gap_ev="7.948 / 7.934" homo_ev="-10.05 / -10.05" relative_energy_kcal_mol=102.83 e_tot_ev=-10213.730
O -2.4147 0.2358 -1.0306
C -1.8046 0.2369 0.0094
C -0.3981 -0.4070 0.0899
N 0.6074 0.4942 0.3531
C 1.9117 0.2719 -0.1230
N 2.0723 -0.8347 0.3926
O -0.2801 -1.6036 -0.0222
H -2.2152 0.6113 0.9721
H 2.5213 0.9952 -0.6412

***

No. 12
63
Properties=species:S:1:pos:R:3 method="wB97M-V/def2-TZVPD" lumo_energy_ev=-0.65 gap_ev=7.981 homo_ev=-8.64 relative_energy_kcal_mol=511.52 e_tot_ev=-39727.421
C 3.4370 3.1734 -0.2632
H 4.0979 3.8694 0.1131
O 2.0365 3.8155 0.0098
C 1.0092 3.0863 -0.4256
C 0.5892 2.1819 0.5271
N -0.1708 1.0794 0.2454
C 0.3116 -0.0515 -0.2634
O -0.7963 -1.0513 -0.6554
C 1.5313 -0.4729 -0.6379
O 2.4994 0.0871 0.0613
N 1.6504 -1.4036 -1.5034
H 0.7761 -1.7473 -2.0551
C 2.9107 -1.6219 -2.2919
H 3.6849 -1.2760 -1.4525
C 2.9296 -3.3003 -2.0650
C 3.4318 -3.8230 -3.3167
H 4.4428 -3.7291 -3.5704
C 2.7789 -2.7529 -4.2802
H 1.4440 -2.9128 -4.2587
H 3.1348 -2.8875 -5.2114
C 3.0383 -1.5157 -3.7082
H 4.2463 -1.3395 -3.7360
H 2.4393 -0.7056 -3.8300
H 3.0078 -4.8601 -3.3780
H 1.8129 -3.8208 -1.6764
H 3.6926 -3.5363 -1.2003
C -1.6523 1.3993 0.3704
C -2.2195 2.5790 0.2359
C -2.1729 3.6748 1.1187
C -2.6301 5.0231 0.7411
C -2.9166 5.1825 -0.6062
C -2.6922 4.2564 -1.7164
C -2.3029 3.0141 -1.1407
F -2.0291 2.1437 -2.2378
H -2.7047 4.5188 -2.7005
H -3.1900 6.1548 -0.7807
H -2.9567 5.6938 1.3416
H -2.0325 3.4846 2.3383
H -2.2080 0.5570 -0.2142
C -1.9510 0.5959 1.9918
O -2.0173 1.5843 2.9867
N -1.9661 -0.6817 2.0592
H -1.9024 -1.1354 1.0078
C -2.2195 -1.2911 3.0333
C -3.4344 -2.5480 2.8965
H -4.2605 -1.9539 2.2445
C -2.6655 -3.5397 2.5307
C -1.4379 -3.4395 3.4035
H -0.7628 -4.3534 3.0300
H -1.6020 -4.0841 4.4441
C -1.1004 -2.1902 3.4162
H -0.6518 -1.8895 4.3557
H -0.5133 -1.9074 2.6618
H -3.2172 -4.4598 2.7275
H -2.3733 -3.4683 1.5679
H -3.8467 -2.5775 4.1335
H -2.5594 -0.6327 3.8115
H 1.6207 1.5533 1.1395
H 0.1129 2.5870 1.6132
H 0.3638 3.9326 -0.3359
H 1.1432 2.5244 -1.4074
H 3.5970 3.0573 -1.3439
H 3.3855 2.1507 0.1061